Below is a cluster of 2 separate species, C13H16N6O6 in total at a distorted geometry, with properties calculated with the ωB97M-V functional and the def2-TZVPD basis.

Values from the calculation:
LUMO level in hartree: -0.0915
Calculated total energy in eV: -34956.8590
SMILES string: O=[N+]([O-])c1cc([N+](=O)[O-])c2nonc2c1.CN(C)C(=O)[C@@H]1CCCN1
Kohn-Sham gap in eV: 6.226
Total charge: 0

Element x y z (Å)
O (0.94622, -2.84885, -1.54640)
N (0.02751, -2.00363, -1.68189)
O (-0.02022, -1.21592, -2.65799)
C (-0.98282, -1.90399, -0.65685)
C (-0.90537, -2.75083, 0.47896)
C (-1.82972, -2.64444, 1.51517)
N (-1.74697, -3.53015, 2.65655)
O (-2.59927, -3.47577, 3.56762)
O (-0.78680, -4.33262, 2.67140)
C (-2.83092, -1.59102, 1.41794)
N (-3.73363, -1.17850, 2.33448)
O (-4.30712, -0.05169, 1.77683)
N (-3.74025, 0.30033, 0.53611)
C (-2.84970, -0.70953, 0.29769)
C (-1.89151, -0.82221, -0.74204)
H (-0.10864, -3.49354, 0.55918)
H (-1.92975, -0.12075, -1.58123)
C (3.04193, -1.09492, 0.56591)
N (2.35319, -0.15300, -0.27749)
C (3.11961, 0.33031, -1.41480)
C (1.18781, 0.37140, 0.17491)
O (0.67815, 0.04031, 1.24865)
C (0.49818, 1.40627, -0.74990)
C (1.18258, 2.80466, -0.77226)
C (0.11251, 3.78374, -0.26270)
C (-1.20810, 2.99249, -0.25141)
N (-0.85250, 1.60475, -0.40761)
H (2.33740, -1.51311, 1.28908)
H (3.45096, -1.88832, -0.06565)
H (3.87492, -0.61019, 1.09662)
H (2.48242, 0.83089, -2.16095)
H (3.91611, 1.02645, -1.09398)
H (3.60037, -0.53601, -1.88761)
H (0.50335, 0.95842, -1.76079)
H (2.08937, 2.83404, -0.14939)
H (1.46998, 3.02605, -1.80952)
H (0.34767, 4.05583, 0.76835)
H (0.06166, 4.69469, -0.85996)
H (-1.76561, 3.14356, 0.67782)
H (-1.86237, 3.29073, -1.08275)
H (-1.33062, 0.97408, 0.23988)

Mulliken atomic charge list, values in e, 5 entries: number 1, O, carries -0.605; number 2, N, carries 1.130; number 3, O, carries -0.634; number 4, C, carries -0.106; number 5, C, carries -0.414

***

Below is the molecule C13H16O2 at a distorted geometry, with properties calculated with the ωB97M-V functional and the def2-TZVPD basis.

Values from the calculation:
LUMO level in hartree: 0.0290
Calculated total energy in eV: -17833.0251
SMILES string: C/C=C/[C@@H]1C[C@H](O)c2cc(C)ccc2O1
Kohn-Sham gap in eV: 8.710
Total charge: 0

Element x y z (Å)
C (-1.49806, -4.50426, -2.57465)
C (-1.03772, -3.63096, -1.35436)
C (-0.78082, -2.27962, -1.62731)
C (0.12491, -1.31984, -0.82432)
C (-0.16481, -1.52899, 0.64981)
C (0.72166, -0.50339, 1.41503)
O (0.53109, -0.62289, 2.79751)
C (0.68484, 0.89047, 0.78893)
C (0.92174, 1.99522, 1.55178)
C (0.69362, 3.36620, 1.04065)
C (0.86614, 4.54356, 1.79849)
C (0.13788, 3.50447, -0.23473)
C (-0.01269, 2.39445, -1.05524)
C (0.25290, 1.05930, -0.54921)
O (-0.03939, -0.00569, -1.36490)
H (-1.19501, -5.60055, -2.29183)
H (-2.56756, -4.45842, -2.78019)
H (-1.04428, -4.37166, -3.50963)
H (-1.01805, -4.12097, -0.33921)
H (-0.81729, -1.96306, -2.68590)
H (1.19097, -1.58896, -0.97238)
H (-1.24130, -1.23418, 0.84287)
H (0.05770, -2.45450, 1.10879)
H (1.75938, -0.79806, 1.40288)
H (-0.19580, -0.05681, 3.13915)
H (1.34511, 1.72985, 2.46020)
H (0.63571, 5.42588, 1.17467)
H (0.27105, 4.49306, 2.72652)
H (1.92079, 4.70118, 1.96870)
H (-0.11375, 4.43331, -0.69053)
H (-0.38895, 2.50588, -2.01157)

Mulliken atomic charge list, values in e, 5 entries: number 1, C, carries -1.165; number 2, C, carries -0.022; number 3, C, carries -0.796; number 4, C, carries 0.747; number 5, C, carries -0.809

***

Below is the molecule C13H16O2 at a distorted geometry, with properties calculated with the ωB97M-V functional and the def2-TZVPD basis.

Values from the calculation:
LUMO level in hartree: -0.0155
Calculated total energy in eV: -17832.2053
SMILES string: CC(=O)C(C)(C(C)=O)C1C=CC=CC=C1
Kohn-Sham gap in eV: 7.406
Total charge: 0

Element x y z (Å)
C (-0.67421, -3.08791, 0.92301)
C (-0.47807, -2.22044, -0.24180)
O (-1.21501, -2.46288, -1.29009)
C (0.46965, -0.97613, -0.26951)
C (0.68997, -0.61886, -1.70917)
C (1.72817, -1.22081, 0.56778)
C (3.07439, -0.79741, 0.05967)
O (1.65491, -1.66117, 1.71185)
C (-0.53431, 0.29189, 0.57376)
C (-1.80039, 0.47630, -0.03641)
C (-2.46782, 1.57878, -0.51203)
C (-2.04144, 2.92739, -0.57487)
C (-0.87836, 3.44465, -0.05936)
C (0.10582, 2.78778, 0.65378)
C (0.24463, 1.44794, 0.96683)
H (0.04504, -2.87029, 1.73538)
H (-1.68907, -2.84770, 1.31594)
H (-0.67619, -4.20163, 0.75492)
H (1.48072, 0.12824, -1.81762)
H (0.84237, -1.38623, -2.46586)
H (-0.25930, -0.13213, -1.94661)
H (3.16737, -0.78113, -1.01968)
H (3.18680, 0.22188, 0.42255)
H (3.93146, -1.34176, 0.48057)
H (-0.55171, -0.46089, 1.44720)
H (-2.40542, -0.46838, -0.09896)
H (-3.44194, 1.40350, -0.96552)
H (-2.72005, 3.63465, -1.07688)
H (-0.75655, 4.54254, -0.22714)
H (0.91805, 3.44016, 1.00251)
H (1.05047, 1.21004, 1.69579)

Mulliken atomic charge list, values in e, 5 entries: number 1, C, carries -1.169; number 2, C, carries 0.408; number 3, O, carries -0.630; number 4, C, carries 1.616; number 5, C, carries -2.019

***

Below is a cluster of 2 separate species, C13H17BrF5N4O4S in total at a distorted geometry, with properties calculated with the ωB97M-V functional and the def2-TZVPD basis.

Values from the calculation:
LUMO level in hartree: -0.2090
Calculated total energy in eV: -122361.3221
Kohn-Sham gap in eV: 5.942
Total charge: +1

Element x y z (Å)
N (1.53463, -2.20427, 1.89743)
C (1.62708, -2.23815, 0.62698)
N (1.51095, -3.43293, -0.13255)
N (1.89734, -1.05729, -0.09801)
C (1.03323, 0.07516, 0.24880)
C (-0.35116, -0.01231, -0.41866)
C (-1.40932, 0.81031, 0.34070)
C (-2.74852, 0.12614, 0.58926)
N (-3.69205, 0.27517, -0.57502)
Br (-3.30143, -0.85563, -2.06141)
S (-5.45564, 0.18317, -0.14933)
O (-5.60954, 0.83578, 1.10080)
O (-6.10296, 0.66809, -1.31726)
C (-5.82713, -1.65247, 0.01318)
F (-4.69196, -2.34167, 0.19618)
F (-6.40153, -2.02790, -1.10975)
C (-6.77995, -1.90881, 1.22404)
F (-6.12681, -1.66134, 2.34216)
F (-7.11408, -3.17585, 1.18035)
F (-7.84572, -1.14585, 1.13633)
H (1.39180, -3.14032, 2.26833)
H (1.60683, -3.29493, -1.12992)
H (0.61731, -3.86974, 0.05045)
H (1.77529, -1.27970, -1.07953)
H (0.95440, 0.14989, 1.33126)
H (1.52547, 0.98313, -0.10590)
H (-0.65432, -1.05635, -0.55105)
H (-0.24448, 0.39168, -1.43122)
H (-1.62075, 1.73843, -0.20666)
H (-1.01174, 1.12677, 1.30719)
H (-3.24939, 0.62382, 1.42481)
H (-2.65537, -0.92956, 0.85030)
H (-3.59863, 1.22599, -0.95781)
C (4.83941, 3.25291, -0.80478)
C (6.03638, 3.57489, -1.28650)
C (7.21235, 2.68552, -1.08656)
O (8.30032, 2.97946, -1.52501)
C (6.99673, 1.42517, -0.32902)
C (5.79848, 1.10565, 0.15214)
C (4.62950, 1.99397, -0.05014)
O (3.53729, 1.69280, 0.38973)
H (3.97027, 3.88519, -0.93558)
H (6.21700, 4.48742, -1.84002)
H (7.86593, 0.79398, -0.19595)
H (5.61448, 0.19459, 0.70719)

Mulliken atomic charge list, values in e, 5 entries: number 1, N, carries -0.671; number 2, C, carries 0.515; number 3, N, carries -0.594; number 4, N, carries -0.279; number 5, C, carries -1.171

***

Below is a structure of composition C13H17BrMnN2 at a distorted geometry, with properties calculated with the ωB97M-V functional and the def2-TZVPD basis.

Values from the calculation:
LUMO level (spin up / spin down) in hartree: -0.0211 / -0.0653
Multiplicity: 6
Calculated total energy in eV: -118092.9521
Kohn-Sham gap (spin up / spin down) in eV: 5.504 / 6.629
Total charge: 0

Element x y z (Å)
C (0.79726, -2.55381, 0.08704)
C (1.39680, -1.42646, -2.22745)
H (1.77665, -2.38870, 0.54234)
H (0.81987, -3.29835, -0.81118)
H (-0.09467, -2.59496, 0.70782)
H (1.56705, -0.42822, -2.55573)
H (2.24356, -1.87931, -1.65801)
H (0.84925, -2.13457, -2.86674)
C (1.25588, -0.60963, 2.06870)
C (1.75100, 0.04151, 3.18119)
C (2.01624, 1.38912, 3.15545)
C (1.71714, 2.05321, 1.96365)
H (1.03397, -1.67282, 2.10366)
H (1.93527, -0.56112, 4.07099)
H (2.43716, 1.93206, 3.99904)
H (1.88178, 3.10132, 1.89150)
N (1.05308, -0.00487, 0.87830)
C (1.20148, 1.34933, 0.85967)
C (0.70898, 2.07631, -0.30116)
N (0.16819, 1.32121, -1.30138)
C (-0.45686, 1.98266, -2.28415)
C (0.11715, 4.15260, -1.39800)
C (-0.50400, 3.38048, -2.38388)
H (-0.94193, 1.37214, -3.03537)
H (-1.00200, 3.81762, -3.21687)
C (0.71095, 3.47554, -0.36126)
H (1.18950, 4.04192, 0.43080)
H (0.12836, 5.24363, -1.45404)
Mn (0.32637, -1.05670, -0.86884)
C (-0.96823, -0.98532, -2.47569)
H (-0.46213, -0.62390, -3.37468)
H (-1.81593, -0.31534, -2.30123)
H (-1.37035, -1.97006, -2.73242)
Br (-1.64241, -1.30452, 0.07829)

Mulliken atomic charge list, values in e, 5 entries: number 1, C, carries -1.303; number 2, C, carries -1.649; number 3, H, carries 0.481; number 4, H, carries 0.379; number 5, H, carries 0.294

***

Below is a structure of composition C13H17ClMnN2 at a distorted geometry, with properties calculated with the ωB97M-V functional and the def2-TZVPD basis.

Values from the calculation:
LUMO level (spin up / spin down) in hartree: -0.0116 / -0.0578
Multiplicity: 6
Calculated total energy in eV: -60573.2441
Kohn-Sham gap (spin up / spin down) in eV: 6.836 / 6.577
Total charge: 0

Element x y z (Å)
C (-2.57817, -0.89989, 0.65917)
C (-2.75765, 0.85228, -1.21638)
H (-2.47458, -1.70991, -0.06598)
H (-3.62171, -0.47312, 0.67864)
H (-1.99140, -0.83462, 1.62828)
H (-1.82623, 0.99226, -1.87904)
H (-3.24891, -0.12739, -1.54167)
H (-3.40506, 1.60406, -0.77336)
C (-0.13028, -2.50325, 0.17813)
C (0.68510, -3.61106, -0.01355)
C (1.78451, -3.50284, -0.84423)
C (2.01113, -2.27002, -1.43124)
H (-0.98732, -2.51683, 0.83850)
H (0.40828, -4.49606, 0.52089)
H (2.41456, -4.36922, -0.99451)
H (2.87325, -2.16106, -2.07179)
N (0.03143, -1.35188, -0.45200)
C (1.16528, -1.17247, -1.17220)
C (1.49062, 0.17442, -1.66107)
N (0.61915, 1.15521, -1.36830)
C (0.95496, 2.39302, -1.67849)
C (2.98084, 1.73963, -2.79831)
C (2.10637, 2.74564, -2.39346)
H (0.26993, 3.17576, -1.37539)
H (2.25879, 3.78934, -2.64086)
C (2.65887, 0.44433, -2.42260)
H (3.28417, -0.37970, -2.74249)
H (3.87525, 1.97948, -3.37583)
Mn (-1.56820, 0.38056, 0.09647)
C (-1.37698, 2.48558, 0.22935)
H (-1.72006, 3.01307, -0.69056)
H (-0.44101, 2.94011, 0.62399)
H (-2.18457, 2.49763, 0.99462)
Cl (-0.27507, 0.52260, 1.67357)

Mulliken atomic charge list, values in e, 5 entries: number 1, C, carries -1.458; number 2, C, carries -1.358; number 3, H, carries 0.386; number 4, H, carries 0.423; number 5, H, carries 0.292

***

> Look up the calculated total energy of the fifth one.

-118092.9521 eV